(1)
59
Properties=species:S:1:pos:R:3 method="wB97M-V/def2-TZVPD" total_charge=-1 s_squared=0.75 spin_multiplicity=2 homo_energy_ha="-0.1820 / -0.1820" e_above_lowest_kcal_mol=14.7
O 15.138 7.611 4.628
H 10.223 11.445 5.330
C 14.983 16.550 4.847
O 15.123 9.861 5.147
H 17.161 9.890 4.632
C 11.245 9.706 5.888
O 12.974 14.419 8.617
C 17.501 13.140 4.776
C 7.434 14.591 5.766
O 12.582 13.012 6.199
N 19.255 16.957 4.946
O 14.919 12.817 7.226
N 9.451 14.008 4.503
H 7.158 15.300 6.645
C 13.108 8.742 5.333
H 10.595 11.371 7.071
C 17.146 15.629 4.873
N 12.549 9.934 5.786
H 7.374 13.541 5.992
C 12.125 7.793 5.257
H 10.033 7.988 5.487
H 19.765 10.018 4.825
O 14.050 15.290 6.355
S 11.610 13.126 3.198
H 9.246 10.354 6.422
N 11.260 15.600 4.176
H 6.692 14.735 4.985
C 19.465 14.606 5.089
C 19.725 12.113 5.119
H 16.736 17.768 4.947
O 13.384 5.703 4.881
C 10.694 14.353 3.997
H 20.745 12.240 5.405
N 10.936 8.416 5.569
C 14.417 15.171 4.906
H 14.242 17.324 4.947
C 16.602 14.327 4.787
C 19.121 10.876 4.920
H 8.709 16.992 6.014
N 16.975 11.919 4.820
H 11.128 17.440 5.031
C 16.301 16.758 4.871
C 18.927 13.259 5.095
C 10.593 16.481 4.911
Se 20.973 16.595 5.379
C 10.238 10.765 6.162
H 14.161 6.432 4.786
C 14.578 8.702 5.020
C 9.335 16.256 5.462
C 18.564 15.776 4.949
Yb 14.333 11.990 5.069
Se 13.583 13.729 7.257
N 15.312 14.094 4.720
H 13.459 15.036 4.311
O 11.099 5.679 5.033
N 20.721 14.778 5.361
C 12.183 6.308 5.011
C 8.801 14.962 5.214
C 17.754 10.824 4.747

---

(2)
31
Properties=species:S:1:pos:R:3 method="wB97M-V/def2-TZVPD" total_charge=+2 homo_energy_ha="-0.5187 / -0.5519" e_above_lowest_kcal_mol=85.3
N 1.531 -3.554 -1.288
H -1.570 3.626 -1.205
C 0.801 0.800 0.255
H -1.731 0.189 -1.385
C -1.107 -0.505 0.482
H 1.314 -4.138 -2.099
C -1.662 1.936 -0.088
N 0.219 -0.360 0.087
H 0.403 -3.230 0.346
H -1.356 -1.512 0.631
C 0.413 -2.796 -0.667
C 2.735 0.816 1.652
C -2.002 0.400 -0.355
H -3.048 0.204 -0.289
H -1.676 2.066 -2.103
H 2.279 -2.761 -1.274
C 1.811 1.491 0.665
H 2.252 -0.126 1.725
H 2.848 1.326 2.632
P -2.138 2.738 1.526
H 1.812 -4.280 -0.728
N -2.022 2.639 -1.324
C 0.915 -1.266 -0.680
O 2.025 -1.041 -1.158
H 1.851 2.524 0.359
H -0.562 -2.763 -1.191
H -2.891 1.789 2.259
H 3.580 0.529 1.129
H -2.990 2.875 -1.388
H -0.925 2.476 2.049
H -1.106 -0.093 1.426

---

(3)
11
Properties=species:S:1:pos:R:3 method="wB97M-V/def2-TZVPD" total_charge=-1 homo_energy_ha="-0.1553 / -0.1282" e_above_lowest_kcal_mol=52.8
S 2.247 0.063 0.131
H 1.167 1.973 1.097
S -1.776 -0.539 0.103
H 1.382 -1.280 -1.750
N 1.170 0.888 1.192
O -1.568 -0.934 1.520
H 0.663 0.517 -1.645
O -2.181 0.829 -0.055
H 0.258 0.461 1.244
C 1.150 -0.422 -1.153
O -2.513 -1.556 -0.683

---

(4)
19
Properties=species:S:1:pos:R:3 method="wB97M-V/def2-TZVPD" homo_energy_ha=-0.3196 smiles=CN[C@@H](CN)CO e_above_lowest_kcal_mol=77.4
H 2.363 -1.406 -0.627
C 0.747 0.701 0.667
H -2.188 -1.008 -0.196
H 1.958 0.183 -1.735
H 1.701 2.256 -0.272
H 0.119 2.291 -0.216
C -1.620 -0.091 0.349
N 0.899 1.643 -0.386
N 0.340 -1.078 -1.048
H -2.572 -0.882 1.912
O -2.190 -0.017 1.629
H -1.851 0.851 -0.096
H 0.481 1.183 1.749
H 0.333 -1.243 0.848
C 1.793 -0.892 -1.423
H 0.027 -0.469 -1.854
H 1.868 -1.416 -2.419
H 1.727 0.325 0.744
C -0.107 -0.465 0.269

---

(5)
14
Properties=species:S:1:pos:R:3 method="wB97M-V/def2-TZVPD" homo_energy_ha=-0.3786 smiles=CC(C)(Br)C(F)F e_above_lowest_kcal_mol=10.5
H -0.219 1.284 -1.291
C -0.078 0.248 -1.019
H -0.084 1.547 1.075
H 0.747 0.364 2.222
C 0.177 0.429 1.302
C 1.112 -1.790 -0.012
Br 2.641 0.847 -0.156
F 1.357 -2.426 1.130
H -0.945 -0.306 -0.896
F 2.049 -2.103 -0.909
H 0.304 -0.214 -1.908
H -0.851 0.038 1.449
C 0.899 -0.086 0.119
H 0.081 -2.128 -0.497

---

(6)
151
Properties=species:S:1:pos:R:3 method="wB97M-V/def2-TZVPD" total_charge=+1 homo_energy_ha=-0.3736
H 2.441 4.663 1.386
H -2.819 -1.215 0.262
H 2.417 4.215 3.749
H -6.581 -6.300 3.639
H -5.041 -4.577 0.706
H -6.730 -6.959 -0.186
H 1.464 2.002 -7.479
H 1.705 9.626 6.570
H -1.233 4.899 -0.562
H 2.577 4.635 -9.810
C 2.607 -3.022 3.240
H 3.617 4.844 -8.384
H -0.356 0.002 5.167
H 0.517 -2.789 4.027
H 4.855 2.414 -6.650
H -9.008 -8.189 6.544
H 3.738 5.604 5.445
H -2.007 0.680 4.775
H -3.767 -0.161 1.916
N 1.954 6.125 4.474
C -8.498 -9.465 4.313
H 3.405 -1.784 5.012
C -0.035 3.029 1.444
N -2.000 -0.813 -0.212
C 3.308 6.461 4.917
C -5.800 -6.477 2.898
H 2.187 -1.867 0.803
H 1.497 6.968 4.141
H -4.730 -3.157 1.853
H 0.896 -3.411 -2.580
C 3.360 4.166 -9.206
H 0.106 3.239 -2.911
C 3.293 7.671 5.849
C 3.650 -1.964 3.907
C 1.920 5.129 3.402
H 1.324 -1.210 3.581
H -6.265 -8.142 1.014
H 3.823 0.070 -4.176
C 4.507 3.111 -5.885
H 1.311 3.717 -5.739
N -8.734 -7.834 2.480
C -1.043 2.273 -1.151
H 5.492 0.009 0.124
H -8.840 -6.457 0.949
O 5.718 3.600 -9.241
O 1.766 6.564 1.384
H 2.619 7.515 6.697
H 4.728 -2.320 3.846
O 0.510 -2.264 1.949
H 3.211 7.963 1.977
O -6.266 -6.138 1.598
H 2.750 -5.199 -2.601
H -4.738 -2.878 0.004
H 4.302 7.815 6.250
C -0.674 4.821 -1.570
H 2.577 4.684 -6.458
H 1.604 10.361 4.958
H 0.983 3.567 -8.114
C 0.002 -4.027 -0.530
C -8.279 -9.181 2.828
C -2.845 -3.857 0.885
H -0.016 0.112 -1.844
H -0.379 -5.188 1.443
O -0.735 0.182 3.080
H 4.401 -1.232 0.899
C 2.505 5.539 2.042
H -5.447 -7.511 2.955
C -1.700 0.471 0.533
C -0.028 3.331 -1.771
H 5.431 1.542 -9.223
H 2.193 0.158 -5.036
O 3.138 2.874 -5.586
H 2.341 -0.986 -3.579
P 2.245 0.871 -1.229
H -8.726 -6.951 5.278
C 2.036 -5.209 -1.698
H -7.210 -9.302 2.619
H 4.692 4.143 -6.197
H 3.953 6.703 4.065
C 2.220 3.655 -6.346
N -1.086 -3.030 -0.406
H -8.747 -8.124 0.405
H -2.404 -3.060 1.594
C 1.825 3.015 -7.685
H -1.479 1.654 -2.024
C 2.700 0.000 -4.015
C 1.180 -2.289 3.228
H 2.995 -3.332 2.218
H -9.542 -9.306 4.600
O 0.470 5.740 -1.426
N 0.430 1.935 0.976
O -7.597 -8.686 5.102
C 1.184 -1.344 1.037
N 0.471 -1.167 -0.246
N 2.875 2.883 -8.696
H 1.538 8.255 2.559
H 3.537 -0.940 3.391
H 3.652 2.375 -8.287
C -0.871 -1.710 -0.267
H 7.079 2.115 -8.909
C -8.342 -7.414 1.134
H 0.899 8.758 5.225
N 2.320 -6.241 -0.771
H 1.476 -6.936 1.078
C -6.841 -7.221 0.871
C 4.611 3.977 -10.063
H -4.964 -5.816 3.139
C 0.261 -5.125 0.506
H 6.442 2.170 -10.564
C 4.388 -0.244 0.335
H 3.206 -1.517 -1.155
H 3.568 5.794 2.098
H -8.349 -7.174 3.147
H -8.258 -10.516 4.506
H 3.879 0.612 0.883
H 4.426 -0.347 -1.885
C -1.229 -0.091 4.429
H 1.951 8.531 0.870
C 0.510 0.203 -0.816
O -3.101 -0.203 2.638
C 0.974 -4.136 -1.707
H -1.948 2.864 -0.744
H -7.511 -7.236 6.536
H 1.100 1.387 -3.362
C -8.258 -7.717 5.902
O -0.727 3.907 2.031
H 1.459 -0.385 1.593
H -8.833 -9.914 2.235
C 2.148 7.889 1.731
H 0.871 4.869 3.246
O -2.352 -3.540 -0.463
C -0.436 1.276 -0.017
H 4.436 3.262 -10.873
O 2.971 8.853 5.115
C 3.599 -0.434 -1.088
H -1.642 -1.149 4.522
C 6.182 2.285 -9.508
H 4.870 4.937 -10.519
C -4.442 -3.616 0.839
C 2.221 1.274 -3.115
H 5.087 2.919 -4.980
B -1.780 0.139 2.114
H 2.568 -3.896 3.990
H 0.989 3.402 -1.235
C 1.371 -6.122 0.272
H -1.339 5.129 -2.438
C 1.726 9.419 5.496
H 2.818 2.215 -3.335
H 0.636 5.730 -0.451
H -2.558 -4.914 1.202
H -2.627 1.134 0.326

---

(7)
21
Properties=species:S:1:pos:R:3 method="wB97M-V/def2-TZVPD" homo_energy_ha=-0.3563 e_above_lowest_kcal_mol=49.6
C -0.680 -3.443 -1.109
H 0.060 3.656 0.021
H 0.152 -0.180 -0.345
H -1.646 -3.156 -1.422
H 0.969 2.067 1.572
C 0.615 -0.777 1.640
H 0.006 2.533 -1.425
H 0.027 -3.787 -1.931
H -1.019 0.644 1.018
C 0.068 0.360 0.681
H 0.329 -0.683 2.685
O 1.989 1.435 -0.143
C -0.124 2.642 -0.210
P -0.360 -2.262 1.136
C 0.781 1.691 0.544
H -0.694 -4.426 -0.634
N 0.010 -2.404 -0.394
O -1.181 -3.112 2.014
H 1.582 1.052 -0.945
H 1.603 -1.074 1.282
H -1.195 2.319 -0.084

---

(8)
11
Properties=species:S:1:pos:R:3 method="wB97M-V/def2-TZVPD" homo_energy_ha=-0.3321 smiles="CN(C=O)C=S" e_above_lowest_kcal_mol=32.9
H -0.623 -1.031 1.214
H 0.349 2.239 0.511
H -1.692 -1.101 -0.138
H -0.252 -1.967 -0.248
O 1.571 -0.802 -1.728
C -0.688 -1.064 0.168
S -1.457 1.209 1.790
N 0.077 0.114 -0.178
H 1.794 0.988 -0.906
C 1.204 0.140 -1.098
C -0.283 1.276 0.615

---

(9)
13
Properties=species:S:1:pos:R:3 method="wB97M-V/def2-TZVPD" total_charge=-1 s_squared=2.01 spin_multiplicity=3 homo_energy_ha="-0.0029 / -0.1872" e_above_lowest_kcal_mol=10.7
O -0.174 -0.542 -2.465
C 0.800 0.200 0.000
H 2.305 0.166 1.413
S -1.942 0.329 0.750
O -2.256 -0.193 -1.753
H 1.134 -1.027 1.779
C -0.986 -0.290 -1.592
H 1.519 -0.325 -0.770
H 0.740 1.251 -0.150
N -0.579 -0.383 -0.120
C 1.241 0.023 1.448
H 0.678 0.726 1.996
H -2.481 0.065 -0.536

---

(10)
47
Properties=species:S:1:pos:R:3 method="wB97M-V/def2-TZVPD" homo_energy_ha=-0.2855 smiles="Cc1ccc(/C=N/NC(=O)CNC(=O)c2ccc(S(=O)(=O)N(C)C)cc2)o1" e_above_lowest_kcal_mol=53.7
C -0.001 -3.118 1.181
O 6.594 -1.987 0.508
H -5.478 1.809 1.252
C 4.229 -2.256 0.241
N 1.950 -2.505 -0.071
H -0.276 -3.767 0.344
C 7.666 -1.613 -0.212
H -2.623 -0.539 -2.043
C 1.523 -2.887 1.157
H -2.491 2.739 1.639
O -4.112 4.347 -1.568
H -6.440 3.253 1.632
C 5.892 -1.469 -1.547
H -7.722 3.211 -1.334
O 2.209 -3.035 2.146
H -0.261 -3.597 2.126
H -7.188 1.875 0.779
C 5.506 -1.903 -0.299
C -3.340 2.214 -0.233
H -4.033 1.538 -2.124
N -5.885 2.989 -0.389
C -3.393 1.320 -1.285
C -6.882 3.830 -1.017
C 8.998 -1.617 0.444
H -7.242 4.616 -0.344
H 7.928 -0.950 -2.275
H -1.025 -1.414 1.900
O -0.601 -1.835 -1.188
C -2.617 0.177 -1.235
S -4.350 3.693 -0.318
C 7.285 -1.283 -1.486
H 9.755 -1.278 -0.256
C -1.801 -0.072 -0.132
C -2.515 2.000 0.854
N 3.192 -2.183 -0.505
C -1.742 0.852 0.908
O -4.174 4.446 0.893
H 1.248 -2.382 -0.802
H -6.417 4.290 -1.885
H 5.242 -1.311 -2.382
N -0.739 -1.880 1.055
C -6.275 2.458 0.896
H -1.074 0.705 1.745
H 4.226 -2.574 1.281
C -0.989 -1.324 -0.149
H 8.994 -0.961 1.314
H 9.249 -2.620 0.786

---

(11)
46
Properties=species:S:1:pos:R:3 method="wB97M-V/def2-TZVPD" total_charge=+2 s_squared=6.01 spin_multiplicity=5 homo_energy_ha="-0.5570 / -0.5873" e_above_lowest_kcal_mol=0.0
H 2.116 -3.689 0.486
Ir 0.264 0.039 1.323
C -1.765 0.493 -4.521
H 1.745 3.901 -0.220
C -2.441 0.283 2.150
P 0.374 -2.010 0.433
H 0.263 -3.970 -0.867
H -0.905 -2.766 -1.488
C -3.438 0.047 4.320
H -2.063 -0.703 5.849
H 2.764 -2.063 0.146
C 2.062 -2.632 0.764
C 0.113 -2.911 -1.127
C -2.201 -0.364 4.819
H 0.282 1.982 -2.101
C -0.988 -0.287 -3.508
P 0.255 2.041 0.337
H -0.457 4.294 0.989
H -2.837 0.402 -4.303
C -3.562 0.373 2.968
H -2.429 0.471 1.075
C -0.407 2.366 -1.343
H 2.485 2.312 -0.554
H 0.806 -2.630 -1.921
H -4.498 0.680 2.503
H 2.324 -2.500 1.814
O -1.564 -0.937 -2.645
C -0.772 -3.073 1.408
H 2.390 2.914 1.122
H -1.815 3.139 1.001
H -1.801 -2.793 1.156
N -1.225 -0.018 2.668
Cl 2.304 0.330 2.369
H -1.373 1.869 -1.455
H -1.562 0.076 -5.519
C -1.094 -0.361 3.978
H -0.624 -2.972 2.484
H -1.426 1.524 -4.496
H -0.633 3.144 2.341
H -0.546 3.448 -1.498
C -0.758 3.273 1.262
C 1.877 2.878 0.158
H -4.310 0.098 4.971
Cl 0.688 -0.317 -3.722
H -0.078 -0.616 4.287
H -0.622 -4.119 1.122

---

Result set for DFT total energy: -225472.9985, -24372.6598, -30403.7096, -9367.8354, -79738.1583, -91402.7834, -20251.9196, -17563.8413, -19625.9641, -44985.6035, -63885.5940 eV, one per record in the order listed.